Record 1
Here is a single C6H11N molecule from the Open Molecules 2025 dataset. Energies are from ωB97M-V/def2-TZVPD.

The geometry in XYZ format:
```
18
Properties=species:S:1:pos:R:3:forces:R:3
C 1.48866 1.83473 0.79161 -0.31 -1.97 0.02
N 0.23407 -1.04175 1.54831 2.56 1.90 0.43
C -0.00090 -0.41286 0.26042 0.65 4.57 1.54
C 0.35174 1.01981 0.08370 -2.26 -3.68 -1.07
C -0.49926 1.74049 -1.05160 2.49 1.00 0.86
C -0.78161 -2.23584 -1.32433 0.96 1.26 -0.57
C -1.07627 -1.19190 -0.45338 1.08 -2.75 -0.96
H 1.32180 2.93130 0.86471 0.13 -0.81 -0.63
H 1.52526 1.50067 1.84354 0.18 0.15 -0.23
H 2.48333 1.51086 0.32964 -1.20 0.97 0.54
H 0.27584 -2.06805 1.63044 0.30 0.97 -0.46
H 1.04206 -0.49450 2.08472 -2.42 -2.07 -1.44
H -0.08453 1.42222 -2.02423 -0.63 0.17 0.18
H -0.23754 2.84138 -0.94944 -0.43 -1.15 -0.28
H -1.58915 1.67373 -0.99776 0.28 -0.44 0.09
H 0.28614 -2.25359 -1.91792 -2.76 -0.04 1.82
H -1.52075 -3.07220 -1.62216 1.15 1.77 0.53
H -2.03506 -1.22610 0.08175 0.21 0.15 -0.36
```
Positions in Å, forces in eV/Å.

Results
E_HOMO (eV): -7.344
Molar mass (u): 97.161
SMILES string: C=CC(N)=C(C)C
LUMO (eV): 0.98
Spin multiplicity: 1

---

Record 2
Here is a molecular structure, C5H11ClCuFeNS from the Open Molecules 2025 dataset. Energies are from ωB97M-V/def2-TZVPD.

The geometry in XYZ format:
```
21
Properties=species:S:1:pos:R:3:forces:R:3
Fe 2.29960 -0.67117 0.26758 -2.42 1.39 -1.19
Cl 0.80741 -0.61626 -1.42604 0.31 -0.35 0.20
C 2.78767 1.20208 0.87022 -0.30 0.29 0.37
H 3.41374 1.02895 1.76118 -0.19 0.47 -0.16
H 1.91300 1.84127 1.05751 0.44 0.08 0.01
H 3.40561 1.56064 0.02776 -0.24 0.05 0.36
Cu -2.56355 0.04159 -0.33567 0.57 -0.11 -0.80
C -1.91482 1.74231 -1.23578 -0.37 0.45 0.50
C -2.35129 -1.88815 -0.92255 -0.52 -0.32 0.52
C -3.53830 0.30083 1.31754 -0.85 0.21 1.22
H -1.79199 -2.43736 -0.14555 -0.11 -0.03 -0.28
H -3.33602 -2.37079 -1.05882 0.23 -0.11 -0.03
H -1.78090 -1.92879 -1.86405 -0.14 0.05 0.23
H -1.22167 2.26425 -0.55337 -0.12 0.00 -0.29
H -1.37433 1.48389 -2.16058 -0.13 0.02 0.21
H -2.76051 2.41423 -1.46790 0.26 0.04 -0.05
H -3.75848 1.31919 1.79064 0.25 -1.22 -0.50
H -3.97984 -0.54511 1.94882 0.51 1.02 -0.69
S 6.61362 -1.96720 0.89354 3.16 -0.79 0.43
C 5.13887 -1.53453 0.69324 -4.97 1.14 -0.60
N 3.99216 -1.23988 0.54229 4.61 -2.28 0.56
```
Positions in Å, forces in eV/Å.

Results
Charge: -2
E_HOMO (alpha / beta) (eV): -0.678 / -0.404
Molar mass (u): 272.061
LUMO (alpha / beta) (eV): 4.49 / 4.48
Spin multiplicity: 7

---

Record 3
Here is a single C19H24N4O4S molecule from the Open Molecules 2025 dataset. Energies are from ωB97M-V/def2-TZVPD.

The geometry in XYZ format:
```
52
Properties=species:S:1:pos:R:3:forces:R:3
O 3.64584 2.09417 -0.98667 0.28 0.13 -0.17
C 2.46517 1.88202 -1.17222 -0.32 0.15 -0.18
N 1.65643 1.20844 -0.32078 -0.40 -0.19 0.23
C 1.97281 0.58149 0.90837 0.33 0.47 -0.60
O 1.07786 0.01763 1.51046 -0.39 -0.38 0.39
N 3.24592 0.68850 1.28132 0.45 0.18 -0.15
H 3.85847 1.19610 0.64945 -0.19 -0.03 0.00
C 3.80203 0.11866 2.49274 -0.40 -0.23 0.29
C 3.13160 0.59669 3.78366 0.21 0.04 0.05
H 2.05261 0.48838 3.68183 -0.02 0.04 -0.02
H 3.36581 1.63407 4.01752 -0.04 0.08 -0.02
C 3.67287 -0.38476 4.81806 -0.08 0.09 0.03
H 4.67081 -0.07320 5.13058 0.02 0.01 0.07
H 3.04338 -0.43482 5.70454 0.06 0.03 0.08
C 3.74549 -1.73427 4.08187 0.06 -0.11 0.02
H 4.66930 -2.25742 4.32579 -0.04 -0.08 0.04
H 2.91596 -2.37669 4.37299 0.03 -0.06 0.02
C 3.66751 -1.40896 2.58114 0.12 -0.02 -0.06
H 2.69565 -1.69384 2.18127 0.03 -0.01 -0.04
H 4.43808 -1.91618 2.00295 -0.01 -0.02 -0.07
H 4.85833 0.40098 2.50655 -0.08 0.01 -0.01
H 0.69213 1.07884 -0.61230 0.20 0.02 0.07
C 1.76897 2.38926 -2.43019 0.46 0.04 -0.42
H 1.97353 3.46011 -2.53128 -0.01 -0.18 0.07
H 2.19309 1.87190 -3.30120 0.00 0.13 0.25
O 0.36809 2.18155 -2.39181 0.13 0.32 0.36
C -0.20127 1.50593 -3.41610 -0.38 0.01 -0.02
O 0.40835 1.12622 -4.37612 0.02 -0.06 -0.11
C -1.67652 1.33171 -3.15785 -0.04 -0.19 -0.08
H -1.85880 1.48894 -2.09417 -0.01 0.03 -0.08
H -2.20583 2.11421 -3.70599 0.03 0.06 0.04
C -2.20198 -0.03907 -3.60105 0.07 0.14 -0.08
C -1.25588 -1.19382 -3.28983 -0.11 -0.03 0.34
H -1.79788 -2.13743 -3.26855 0.03 0.00 -0.08
H -0.44589 -1.24597 -4.01703 -0.01 -0.05 0.07
S -0.39103 -1.03643 -1.69621 0.23 -0.32 -0.19
C -1.73645 -1.06324 -0.58939 -0.07 -0.02 -0.16
N -2.97819 -1.28830 -0.91605 0.19 -0.11 -0.44
C -3.67034 -1.21188 0.26872 0.28 0.16 0.71
C -5.02655 -1.36764 0.52585 0.11 0.02 0.02
C -5.44703 -1.23208 1.83283 -0.21 -0.03 -0.01
C -4.55406 -0.94751 2.86715 0.03 0.03 0.13
C -3.20221 -0.78795 2.63320 0.11 0.02 0.08
C -2.77160 -0.92339 1.32494 -0.69 -0.13 -0.21
N -1.53488 -0.83090 0.73702 0.06 -0.06 -0.09
H -0.64312 -0.61321 1.17231 0.07 0.08 -0.05
H -2.50830 -0.56861 3.43004 0.04 0.02 0.12
H -4.93172 -0.85073 3.87428 -0.02 0.01 0.08
H -6.49501 -1.34936 2.06662 -0.08 -0.01 0.02
H -5.71536 -1.58960 -0.27348 -0.08 -0.03 -0.10
H -3.15053 -0.21678 -3.09336 0.08 0.05 -0.14
H -2.37110 -0.04132 -4.67899 -0.04 0.00 -0.01
```
Positions in Å, forces in eV/Å.

Results
E_HOMO (eV): -7.998
Molar mass (u): 404.492
SMILES string: O=C(COC(=O)CCCSc1nc2ccccc2[nH]1)NC(=O)NC1CCCC1
LUMO (eV): 0.62
Spin multiplicity: 1

---

Record 4
Here is 2 unconnected molecules or ions with the total composition C4H9O3P from the Open Molecules 2025 dataset. Energies are from ωB97M-V/def2-TZVPD.

The geometry in XYZ format:
```
17
Properties=species:S:1:pos:R:3:forces:R:3
C 1.60258 0.12796 0.03104 -1.77 1.08 2.27
C 3.83828 -0.41040 -0.71987 -1.68 1.51 3.62
C -2.62138 0.70371 -1.05321 -0.03 0.64 -0.26
C -1.81950 0.02520 1.59443 3.09 -1.87 -1.11
O 1.71153 0.70206 1.08892 0.59 -0.83 -1.70
O -2.11975 -1.98602 -0.44603 0.20 0.16 0.06
O 2.33920 -0.41381 -0.83650 0.61 -0.26 -2.55
P -1.60754 -0.60615 -0.20008 -1.11 1.68 1.04
H 4.03100 0.62149 -0.29161 0.37 -1.37 -0.49
H 4.40875 -0.60689 -1.59734 -0.39 -0.38 -0.79
H 3.79720 -1.16676 0.07736 1.75 0.16 -0.35
H -3.30746 1.05371 -0.19284 0.47 -0.71 -1.89
H -2.06349 1.61269 -1.38625 -0.01 -0.75 0.54
H -3.03974 0.29548 -2.01717 -0.21 0.31 1.37
H -1.06583 0.80669 1.77106 -0.56 0.05 -0.07
H -2.71706 0.10728 2.13882 -1.55 0.57 -0.15
H -1.36680 -0.86624 2.03925 0.24 0.01 0.48
```
Positions in Å, forces in eV/Å.

Results
E_HOMO (alpha / beta) (eV): -8.198 / -8.433
Molar mass (u): 136.087
LUMO (alpha / beta) (eV): -0.27 / -0.78
Spin multiplicity: 1

---

Max |F| in eV Å⁻¹, matching the order above: 4.87, 5.17, 0.83, 4.27